(1)
13 unconnected molecules or ions with the total composition C14H54N14O13 in a non-equilibrium geometry. Source: the OMol25 dataset; level of theory: wB97M-V/def2-TZVPD.

Calculated values
LUMO energy ... -0.20 eV
Relative energy (zero: lowest compared OMol25 entry of this formula, charge and spin) ... 39.7 kcal per mole
HOMO-LUMO gap ... 8.240 eV
Net charge ... 0
Calculated total energy ... -62870.3629 eV

The geometry in XYZ format:
```
95
C14H54N14O13 | the OMol25 dataset | wB97M-V/def2-TZVPD
C 15.23911 21.17036 -7.28663
C 15.34096 19.95153 -8.19127
O 15.65588 20.35267 -9.55640
H 16.10294 21.75913 -7.31806
H 15.00336 20.88821 -6.23876
H 14.51727 21.77506 -7.64124
H 14.43274 19.32083 -8.20727
H 16.19193 19.43423 -7.78579
H 16.55507 20.60777 -9.49260
C 12.05682 20.67836 -5.87412
O 11.89174 19.50305 -5.13958
N 12.53609 21.77379 -5.33574
N 11.71425 20.79519 -7.12892
H 12.88475 21.72803 -4.45797
H 12.57049 22.74309 -5.70492
H 11.48642 19.88464 -7.55861
H 11.95928 21.61732 -7.67587
C 9.09893 23.33302 -7.14414
O 9.71871 23.90135 -6.08400
N 8.32839 24.05144 -7.93236
N 9.20355 22.10862 -7.53522
H 8.18529 25.00699 -7.70566
H 7.78294 23.73485 -8.71924
H 10.01008 21.50262 -7.26005
H 8.57794 21.52973 -8.17824
C 12.87665 23.90475 -7.55839
O 12.14491 23.08126 -8.28940
N 12.51771 24.30335 -6.39667
N 14.06303 24.33766 -7.94740
H 11.54433 24.17394 -6.19738
H 13.06965 25.01704 -5.81637
H 14.35031 23.92265 -8.82116
H 14.53505 25.23319 -7.68866
C 11.93521 15.85786 -4.33892
O 11.58768 15.53347 -5.61634
N 12.07550 15.08417 -3.32990
N 12.16930 17.04945 -4.01470
H 11.98633 14.03758 -3.47261
H 12.21572 15.26345 -2.37258
H 12.03150 17.80501 -4.67086
H 12.02734 17.44185 -3.06062
C 12.12722 24.99490 -1.68109
O 12.90343 26.06950 -1.47148
N 11.09207 24.77153 -0.95671
N 12.33587 24.11547 -2.59617
H 10.70285 25.60971 -0.51157
H 10.42496 24.07773 -1.00170
H 13.19861 24.03414 -3.01681
H 11.58156 23.48898 -2.83867
C 15.96123 23.49082 -4.53184
O 14.71915 23.16114 -3.97149
N 17.00108 23.67450 -3.81456
N 16.13443 23.69884 -5.78785
H 16.85316 23.80848 -2.80688
H 17.94537 23.81753 -4.24730
H 15.30027 23.62248 -6.31572
H 17.04812 23.83143 -6.23104
C 14.43074 22.86732 -11.32757
O 15.45920 22.33890 -12.04863
N 14.08119 22.39122 -10.14869
N 13.63467 23.86057 -11.66548
H 14.69068 21.64426 -9.73876
H 13.24074 22.62136 -9.57651
H 14.03958 24.32661 -12.49040
H 12.87394 24.33006 -11.20725
C 10.43406 21.43344 -10.39768
O 9.71501 22.61814 -10.27753
H 9.98777 20.84174 -11.18684
H 10.52054 20.87063 -9.44173
H 11.40536 21.79759 -10.82711
H 9.24687 22.69524 -9.46341
C 9.87139 21.58228 -3.29099
O 11.04299 21.65390 -2.53241
H 10.12048 21.22937 -4.25197
H 9.31403 22.49816 -3.36077
H 9.23527 20.86574 -2.69286
H 11.47004 20.77664 -2.61161
C 10.29137 17.71549 -7.44440
O 11.11717 18.40848 -8.32673
H 9.38127 18.27947 -7.27437
H 10.76016 17.57605 -6.52577
H 10.07533 16.71959 -7.87010
H 11.05067 18.07688 -9.22920
C 13.14229 19.33615 -11.02998
O 12.21319 18.43376 -11.55154
H 12.86170 19.66767 -10.00557
H 13.12101 20.32187 -11.49446
H 14.12249 18.96128 -11.03097
H 12.48486 18.03113 -12.35906
C 14.15981 20.20288 -3.11268
O 14.35951 19.75374 -1.80327
H 13.31449 20.96831 -3.13492
H 13.81008 19.30670 -3.62366
H 14.98605 20.62203 -3.60305
H 14.20915 18.78725 -1.88642
```



(2)
A molecular structure, C14H56Br2InO14 in a non-equilibrium geometry. Source: the OMol25 dataset; level of theory: wB97M-V/def2-TZVPD.

Calculated values
LUMO energy ... -3.09 eV
HOMO-LUMO gap ... 8.897 eV
Net charge ... +1
Calculated total energy ... -189339.9567 eV

The geometry in XYZ format:
```
87
C14H56Br2InO14 | the OMol25 dataset | wB97M-V/def2-TZVPD
In -1.89505 2.51469 -0.11163
Br -1.07419 0.25314 0.80780
Br -3.06701 4.62468 -0.77353
C 4.26887 2.64353 3.50408
O 2.91297 2.22787 3.78134
H 5.00246 1.82241 3.21878
H 4.21573 3.26020 2.63560
H 4.56810 3.22318 4.38009
H 2.98618 1.34637 4.19780
C -4.04164 0.38239 -1.61346
O -3.96736 1.62070 -0.90640
H -4.40211 -0.39328 -0.95286
H -4.65234 0.50497 -2.48321
H -3.04461 0.15018 -1.98652
H -4.71181 2.22659 -1.10613
C -0.68433 2.34464 5.24596
O -1.51642 3.36581 4.69886
H 0.10244 2.16343 4.50450
H -0.06658 2.74639 6.08448
H -1.30966 1.51624 5.64661
H -1.09329 4.21852 4.94738
C -1.97826 2.62249 -3.24212
O -1.43097 1.94763 -2.16625
H -1.19164 3.12230 -3.82978
H -2.41713 1.98046 -4.00590
H -2.61606 3.42942 -2.92603
H -0.77477 1.31864 -2.52750
C -7.08610 -1.98278 1.18902
O -6.97325 -0.69753 0.65323
H -6.55957 -2.07637 2.14621
H -8.13129 -2.17369 1.28599
H -6.67987 -2.73397 0.50778
H -7.83823 -0.25567 0.63865
C -4.72432 2.20339 2.21512
O -3.42652 2.80666 2.14432
H -4.83406 1.67011 3.16359
H -5.42883 3.04649 2.12246
H -4.73343 1.43911 1.39230
H -3.18418 3.19647 2.98741
C 2.46258 -1.37717 2.15384
O 3.47148 -0.68765 1.55726
H 2.59601 -1.25150 3.27323
H 1.42046 -1.00871 1.97713
H 2.42247 -2.41614 1.92002
H 3.29308 -0.65362 0.62504
C 6.57320 -6.20617 2.10913
O 5.60450 -6.13482 1.01085
H 6.97392 -7.19534 2.20983
H 7.33830 -5.45587 1.93977
H 6.03882 -6.07004 3.05530
H 6.14270 -6.59592 0.28076
C 2.52811 -4.32977 -1.14183
O 2.70702 -2.94910 -1.11689
H 3.26250 -4.96954 -0.66909
H 1.54233 -4.51804 -0.66067
H 2.44095 -4.76086 -2.12179
H 2.00845 -2.54406 -0.56681
C -5.69947 -1.95837 -5.74295
O -5.61536 -1.06586 -4.57293
H -4.90374 -2.74686 -5.62189
H -6.65782 -2.48638 -5.87567
H -5.43366 -1.44261 -6.64699
H -6.24504 -0.32336 -4.63643
C 5.98403 -1.87603 -2.20247
O 5.05838 -1.32218 -1.29998
H 5.87807 -1.56596 -3.22449
H 6.97481 -1.72289 -1.82613
H 5.94647 -2.94655 -2.35323
H 4.46327 -2.00499 -0.94076
C -0.41745 -2.12302 -3.11990
O -0.21984 -0.81548 -2.72641
H -1.45400 -2.19220 -3.48738
H 0.26980 -2.43486 -3.89938
H -0.33139 -2.89952 -2.29754
H 0.33128 -0.90656 -1.96942
C 4.12888 2.05879 -0.49149
O 3.22212 1.33391 -1.31114
H 4.09436 1.80065 0.58421
H 5.12655 1.97876 -0.89626
H 3.80973 3.11044 -0.56766
H 3.68911 0.58671 -1.58909
C 0.01480 5.37572 0.87150
O -0.14367 3.80050 0.88770
H 0.59344 5.55994 1.80493
H 0.53173 5.61811 -0.05208
H -1.03909 5.72936 1.02453
H 0.69491 3.37933 0.87560
```



(3)
14 unconnected molecules or ions with the total composition C14H56N28O14 in a non-equilibrium geometry. Source: the OMol25 dataset; level of theory: wB97M-V/def2-TZVPD.

Calculated values
LUMO energy ... -0.47 eV
Relative energy (zero: lowest compared OMol25 entry of this formula, charge and spin) ... 62.8 kcal per mole
HOMO-LUMO gap ... 8.396 eV
Net charge ... 0
Calculated total energy ... -85829.7847 eV

The geometry in XYZ format:
```
112
C14H56N28O14 | the OMol25 dataset | wB97M-V/def2-TZVPD
C -7.93621 -18.31202 -22.55829
O -6.75550 -18.61548 -22.38620
N -8.66279 -17.52486 -21.73426
N -8.71511 -18.88714 -23.51322
H -9.66449 -17.62587 -21.80754
H -8.17939 -17.35900 -20.86145
H -8.30508 -19.39068 -24.28162
H -9.60558 -18.47467 -23.74842
C -8.06472 -15.42574 -18.48720
O -8.01995 -16.45026 -19.15529
N -8.45915 -14.21360 -18.96956
N -7.77476 -15.36785 -17.16236
H -8.37350 -13.37139 -18.42541
H -8.62655 -14.06589 -19.95416
H -7.56771 -16.21772 -16.65713
H -8.16374 -14.56645 -16.66595
C -3.82072 -17.95966 -14.12587
O -2.68020 -18.02724 -13.64039
N -4.85649 -18.47464 -13.45916
N -4.05269 -17.48276 -15.35500
H -4.67404 -18.73080 -12.50380
H -5.82019 -18.28979 -13.67445
H -4.89391 -17.39477 -15.89166
H -3.15920 -17.14310 -15.67833
C -10.66575 -16.20786 -13.49475
O -11.26648 -15.36789 -12.83352
N -9.77794 -15.89921 -14.48296
N -10.93781 -17.53139 -13.47359
H -9.73445 -14.94230 -14.81367
H -9.07363 -16.61001 -14.67768
H -11.51934 -17.81266 -12.69893
H -10.56911 -18.23805 -14.08097
C -11.73356 -16.27046 -22.09745
O -11.57912 -17.43255 -22.49182
N -10.72160 -15.42958 -21.77535
N -12.89328 -15.57819 -22.24100
H -9.75983 -15.69392 -21.93603
H -10.95726 -14.45405 -21.75063
H -13.69748 -16.16483 -22.40177
H -13.04581 -14.62968 -21.95338
C -10.23849 -19.54234 -19.62333
O -9.52773 -20.30897 -18.95478
N -10.55039 -19.76939 -20.90972
N -10.66937 -18.36954 -19.12489
H -11.34382 -19.23918 -21.23410
H -10.10123 -20.46979 -21.46814
H -11.44364 -17.86095 -19.52127
H -10.31632 -17.97126 -18.27456
C -8.51347 -12.78585 -14.94632
O -9.08595 -13.44978 -15.83715
N -9.14738 -12.08337 -13.97047
N -7.19592 -12.81652 -14.72598
H -8.61099 -11.97990 -13.13297
H -10.15517 -12.11587 -14.00017
H -6.59182 -13.28164 -15.39151
H -6.77086 -12.16277 -14.09627
C -8.22715 -18.69583 -15.81491
O -7.61004 -17.67175 -15.45177
N -8.43695 -19.05723 -17.08791
N -8.60515 -19.59026 -14.89191
H -8.94370 -19.89496 -17.31204
H -8.05628 -18.48633 -17.82908
H -8.40527 -19.42713 -13.91370
H -8.87699 -20.50299 -15.21368
C -7.84094 -13.49281 -23.44525
O -9.00981 -13.13601 -23.52827
N -7.01493 -13.24311 -22.39707
N -7.23764 -14.35110 -24.33575
H -6.07154 -13.55256 -22.27570
H -7.41986 -12.54400 -21.74994
H -6.26110 -14.46018 -24.13902
H -7.57650 -14.39974 -25.28096
C -8.46430 -10.55339 -20.53855
O -8.60656 -11.71922 -20.92028
N -8.00634 -9.53504 -21.31089
N -8.84643 -10.12096 -19.31821
H -7.63852 -9.68873 -22.23414
H -8.42985 -8.63293 -21.18131
H -8.71584 -9.14897 -19.11171
H -9.34014 -10.74556 -18.70028
C -12.05922 -16.48227 -17.40646
O -12.77316 -16.24102 -18.37026
N -10.80590 -16.03570 -17.25064
N -12.48285 -17.26783 -16.33588
H -10.25305 -16.40082 -16.48949
H -10.38339 -15.61819 -18.06160
H -12.35317 -16.85595 -15.42347
H -13.35795 -17.75866 -16.41096
C -12.24188 -12.62334 -18.88964
O -11.77549 -11.48511 -18.74808
N -13.53034 -13.01142 -18.74665
N -11.40227 -13.65745 -19.07099
H -13.74969 -13.99269 -18.65266
H -14.33728 -12.46670 -18.50194
H -11.80588 -14.56057 -18.87408
H -10.41466 -13.51049 -18.91309
C -7.21865 -16.73094 -12.04441
O -7.74293 -17.85527 -11.96458
N -6.83429 -16.17471 -13.19685
N -7.05049 -15.92006 -10.96369
H -7.00076 -16.65425 -14.06684
H -6.33792 -15.30873 -13.09759
H -6.24715 -15.31450 -11.00112
H -7.28798 -16.29947 -10.06286
C -4.48041 -13.73958 -16.43472
O -4.31744 -14.95029 -16.46594
N -5.25491 -13.06368 -17.32816
N -3.82619 -12.95006 -15.53846
H -5.09330 -12.07444 -17.26197
H -5.60954 -13.62853 -18.08275
H -4.23879 -12.04188 -15.38656
H -3.49950 -13.41211 -14.70446
```